The following is a DFT calculation (ωB97M-V/def2-TZVPD) of a molecular structure, C39H53FKN7O3P at a distorted geometry.

```
! wB97M-V def2-TZVPD RIJCOSX def2/J DEFGRID3
* xyz 1 1
K -0.25305 1.56603 -0.35944
C 4.94435 -4.29313 -2.21981
C 4.65976 -3.95824 -0.76332
N 3.41891 -3.20500 -0.59753
C 3.47275 -1.84270 -0.68622
C 2.42470 -0.99863 -0.56637
C 2.71143 0.48647 -0.86557
O 3.83731 0.89040 -0.55300
O 1.77446 1.09287 -1.43872
C 1.13908 -1.53741 -0.18697
O 0.15662 -0.88799 0.17406
C 1.06096 -3.01807 -0.23921
C -0.18788 -3.61812 -0.06177
C -0.29942 -4.97700 -0.11537
F -1.49881 -5.57499 0.10808
C 0.80544 -5.79781 -0.37487
C 2.04557 -5.21275 -0.53882
C 2.19628 -3.81722 -0.44766
N 0.64972 -7.19985 -0.45642
C -0.44009 -7.81639 -1.16198
C 0.09985 -8.85313 -2.13788
N 0.95982 -9.83203 -1.37410
C 2.08520 -9.15181 -0.63364
C 1.47419 -8.10589 0.28803
H 5.88254 -4.83987 -2.31713
H 5.02019 -3.37702 -2.80524
H 4.14405 -4.89823 -2.65007
H 5.46012 -3.34878 -0.34532
H 4.60945 -4.85293 -0.14388
H 4.45456 -1.41852 -0.86237
H -1.04328 -2.98361 0.13771
H 2.88689 -5.84494 -0.78503
H -0.99910 -7.07263 -1.72203
H -1.15421 -8.30027 -0.47740
H 0.74395 -8.39586 -2.88702
H -0.69043 -9.42307 -2.62383
H 1.33395 -10.53758 -2.00844
H 0.37253 -10.32609 -0.69711
H 2.72077 -8.69685 -1.39143
H 2.63726 -9.91989 -0.09439
H 2.26950 -7.56361 0.79478
H 0.89304 -8.62586 1.06887
C -0.36853 1.47635 4.42933
C -1.38685 2.28873 4.89633
C -2.27200 2.84399 3.98768
C -2.11261 2.57098 2.62918
N -1.11544 1.80578 2.18219
C -0.27779 1.27046 3.06112
C -3.03339 3.14839 1.60311
C -4.25950 3.71173 1.96154
C -5.06335 4.26528 0.97892
C -4.62864 4.23666 -0.33539
C -3.40793 3.63433 -0.60168
N -2.63142 3.10054 0.33166
H 0.34911 1.02309 5.09886
H -1.48853 2.49836 5.95312
H -3.05441 3.50196 4.33553
H 0.51479 0.65315 2.64835
H -4.59044 3.71208 2.98952
H -6.01418 4.71174 1.23938
H -5.21524 4.66078 -1.13849
H -3.03751 3.57143 -1.62013
C -6.03000 -1.18883 0.11875
N -4.72278 -0.92070 -0.44619
C -3.95571 -1.77572 -1.19907
C -2.82411 -1.07954 -1.51398
N -2.87986 0.17990 -0.97722
C -4.02680 0.23814 -0.34746
H -6.27286 -2.23722 -0.03352
H -6.79435 -0.58044 -0.36317
H -6.02882 -0.98491 1.18845
H -4.28582 -2.77267 -1.43580
H -1.97448 -1.41088 -2.08847
H -4.40824 1.08497 0.20311
C -1.46787 6.58795 0.91017
C -0.01514 6.18481 1.16175
C 0.15499 5.75435 2.61907
P 0.51926 4.83696 -0.01415
C 2.34678 4.75791 0.36688
C 2.57145 3.60854 1.35669
C 3.24260 4.51924 -0.84685
C 0.29875 5.72352 -1.64283
C 0.54007 4.82513 -2.85710
C 1.01731 7.06347 -1.80083
H -1.76902 7.36511 1.61697
H -2.13839 5.73527 1.04839
H -1.62719 6.97994 -0.09479
H 0.62651 7.05465 0.99038
H -0.30629 4.77904 2.80148
H -0.32619 6.48048 3.27969
H 1.20300 5.69179 2.90871
H 2.63241 5.70356 0.84394
H 2.34405 2.65136 0.88139
H 1.96423 3.69239 2.25809
H 3.62212 3.56673 1.65285
H 2.95328 3.60802 -1.37471
H 4.27076 4.37098 -0.50958
H 3.23766 5.35999 -1.53832
H -0.78087 5.91778 -1.62845
H 1.59767 4.67909 -3.06071
H 0.09615 5.28843 -3.74224
H 0.09954 3.83150 -2.74604
H 2.09892 6.94856 -1.70837
H 0.69605 7.79675 -1.06086
H 0.81614 7.48679 -2.78835
*
```

Values from the calculation:
- E_HOMO (eV) = -9.0
- relative energy (zero: lowest compared OMol25 entry of this formula, charge and spin) (kJ/mol) = 7.6
- strongest force on any atom (eV Å⁻¹) = 1.22
- E_LUMO (eV) = -3.2